Entry 1:
Entry from the Open Molecules 2025 dataset: a cluster of 2 separate species, C5H15ClN3P in total at a distorted geometry (the ωB97M-V functional and the def2-TZVPD basis).

**Highest occupied orbital energy (alpha / beta)**: -8.57 / -7.24 eV
**Multiplicity**: 1
**Gap between HOMO and LUMO (alpha / beta)**: 8.084 / 7.042 eV

```
25
Properties=species:S:1:pos:R:3:forces:R:3:mulliken_charge:R:1
C 2.54060 0.57188 -2.41528 -1.0966 1.9808 -1.9990 -0.70
C 1.46250 -2.34084 0.65935 0.5579 -1.9895 0.0699 -1.20
C -0.02184 -1.17102 1.99862 -0.6772 2.7907 -1.1122 -0.59
C -2.12009 2.22942 0.67633 -0.6508 -0.2760 0.1843 -0.92
C -2.64710 0.30717 -0.72699 -2.1656 1.8661 0.6775 -0.96
N 1.87100 -0.21063 -1.48153 -1.1176 -1.5162 1.8129 -0.30
N 1.10271 -1.04025 1.03813 0.1558 0.4580 0.8945 0.10
N -1.89812 0.84350 0.34573 0.1996 0.6892 0.4030 -0.03
P 1.09690 0.14927 -0.18161 -1.3803 -1.0311 -0.5236 0.36
Cl 1.90964 1.64725 0.80884 0.8350 1.8843 0.9780 -0.26
H 2.66433 1.65644 -2.07841 0.3096 -1.2790 -0.5163 0.26
H 1.94980 0.60910 -3.43029 0.9933 -0.0274 1.6895 0.22
H 3.45963 0.06066 -2.63621 0.7839 0.2677 -0.2379 0.26
H 2.39454 -2.42490 0.19447 1.6072 0.3661 -0.9742 0.34
H 1.57496 -3.07111 1.49778 -0.6763 0.7699 -0.3161 0.36
H 0.74248 -2.64043 -0.06924 -0.6334 -1.2857 -0.4690 0.49
H 0.34269 -1.15428 3.03791 0.0574 -0.5353 -0.4167 0.23
H -0.54442 -0.10448 1.85526 0.0305 -2.9351 0.5109 0.13
H -0.56850 -2.14955 1.71416 0.1582 1.9703 0.7209 0.31
H -1.30128 2.49992 1.38255 -0.9380 0.3089 -0.4182 0.26
H -2.11357 2.82860 -0.23802 0.2527 0.3809 0.0426 0.34
H -3.18572 2.40406 1.10704 1.6687 -0.4290 -0.3064 0.32
H -3.75141 0.59710 -0.61949 1.0228 -0.7551 0.2413 0.29
H -2.50116 0.60676 -1.74160 0.9449 0.8797 -0.8171 0.35
H -2.45857 -0.70364 -0.69749 -0.2416 -2.5533 -0.1186 0.34
```
Positions in Å, forces in eV/Å.

***

Entry 2:
Entry from the Open Molecules 2025 dataset: a cluster of 2 separate species, C5H15ClN6 in total at a distorted geometry (the ωB97M-V functional and the def2-TZVPD basis).

**Highest occupied orbital energy**: -16.27 eV
**Multiplicity**: 1
**Total charge**: +2
**Gap between HOMO and LUMO**: 9.198 eV

```
27
Properties=species:S:1:pos:R:3:forces:R:3:mulliken_charge:R:1
C 0.34047 -0.74255 -0.10285 -0.1172 -0.1691 -0.1976 0.33
C -0.64407 1.40435 0.48195 -1.0567 0.9916 -0.4818 -0.17
C -2.09077 -1.09420 -0.37481 -0.3763 0.0330 0.0991 0.69
C 1.33364 0.60863 1.62313 0.2617 0.0548 0.2427 -1.23
C -2.53900 2.43363 -0.44765 -0.2926 0.5375 -0.0280 -0.95
N 0.26137 0.36285 0.66871 0.1527 -0.5235 0.1835 0.10
N -1.68632 1.31270 -0.21792 0.8775 -0.7685 0.2938 -0.13
N -0.82410 -1.14401 -0.81446 0.2909 -0.2360 -0.2066 -0.25
N 1.43515 -1.39785 -0.22980 -0.2149 -0.0867 -0.2069 -0.62
N -3.10529 -1.22457 -1.19481 0.1867 -0.0029 0.2441 -0.28
N 4.04688 -1.13462 -0.02361 0.1339 -0.0636 0.0264 -0.53
Cl -2.39418 -1.16608 1.29911 -0.0571 -0.0988 -0.4243 -0.04
H -0.34734 2.31887 1.00101 0.0336 -0.0340 -0.0044 0.39
H 2.14703 1.17614 1.16927 0.0385 0.0001 -0.0198 0.31
H 0.93844 1.17798 2.46192 0.0093 -0.0165 -0.0422 0.45
H 1.70251 -0.34318 1.99674 -0.0248 0.0332 0.0391 0.44
H -2.25033 3.32075 0.12159 -0.0627 0.0240 0.0043 0.34
H -2.51310 2.67038 -1.51214 -0.0696 0.0649 0.0301 0.33
H -3.55956 2.14545 -0.19630 -0.0399 0.1447 0.0083 0.31
H -0.67749 -1.38968 -1.78958 -0.0245 0.0619 0.1734 0.30
H 2.93331 -1.18339 -0.03634 0.3252 0.1621 0.0561 0.39
H 1.34654 -2.25156 -0.76859 -0.3058 -0.1167 0.0328 0.17
H -3.00494 -1.19506 -2.20243 0.1025 0.0572 0.0840 0.25
H -4.05139 -1.28523 -0.83711 0.1291 -0.0615 0.0757 0.28
H 4.42918 -2.06607 -0.20735 0.0510 0.1431 0.0611 0.38
H 4.39211 -0.81401 0.88442 0.0232 -0.0630 -0.1611 0.38
H 4.38123 -0.49970 -0.75207 0.0261 -0.0671 0.1181 0.38
```
Positions in Å, forces in eV/Å.

***

Entry 3:
Entry from the Open Molecules 2025 dataset: a structure of composition C5H15CsN3O2 at a distorted geometry (the ωB97M-V functional and the def2-TZVPD basis).

**Highest occupied orbital energy**: -12.54 eV
**Multiplicity**: 1
**Total charge**: +1
**Gap between HOMO and LUMO**: 9.759 eV

```
26
Properties=species:S:1:pos:R:3:forces:R:3:mulliken_charge:R:1
Cs 0.88247 2.41914 0.97065 -0.0757 0.0246 -0.2348 1.05
C 1.98498 -1.20823 -2.90933 -0.8097 -1.2745 -0.4619 -1.49
C 1.52262 -0.53633 -1.61199 1.0611 1.4314 -1.5582 0.56
C 2.14065 -1.05288 -0.31381 0.1478 1.3273 -0.0984 -0.79
O 1.58057 -0.41003 0.84016 -0.6085 -1.4486 -0.2247 -0.27
C 0.45401 -1.15512 1.33900 -0.5202 1.5990 0.7149 -0.80
N 1.90094 0.91281 -1.89599 -0.5031 -0.3750 2.0081 -0.57
H 2.99324 -1.00612 -3.27286 0.3081 -0.0120 0.8242 0.36
H 1.39219 -0.79277 -3.72979 -0.2954 -0.1312 0.1291 0.45
H 1.80855 -2.29008 -2.93886 0.1246 0.0776 0.0510 0.36
H 0.43150 -0.51575 -1.57623 0.0125 -0.4335 0.2272 0.12
H 3.18264 -0.72653 -0.24304 0.1640 -0.5142 -0.4519 0.28
H 2.04138 -2.13270 -0.21555 0.1729 -0.0420 -0.1287 0.35
H 0.35436 -0.81524 2.37244 0.0645 -0.4644 0.1645 0.25
H 0.52324 -2.23887 1.28732 0.4054 0.0181 -0.0875 0.34
H -0.47614 -0.80135 0.88382 0.0670 -0.2699 -0.4085 0.30
H 1.67747 1.06537 -2.86534 0.1535 0.3273 -0.1720 0.25
H 2.90415 0.99027 -1.76764 0.0612 0.0691 -0.3531 0.25
C -2.97024 1.35737 1.65232 -0.4407 -1.7932 0.5373 0.59
O -1.90377 1.34503 1.03234 -0.0818 0.7401 0.2222 -0.59
N -3.50729 2.39370 2.32644 0.5210 0.5299 -0.1768 -0.39
N -3.69920 0.19546 1.78162 0.5877 0.2449 -0.6984 -0.39
H -2.93940 3.19929 2.51778 -0.2228 0.0896 -0.1206 0.20
H -4.43935 2.33703 2.68360 -0.0854 0.1288 0.1692 0.17
H -3.36550 -0.59185 1.25439 -0.0982 -0.0079 0.0307 0.22
H -4.47406 0.05837 2.39855 -0.1103 0.1589 0.0969 0.18
```
Positions in Å, forces in eV/Å.

***

Entry 4:
Entry from the Open Molecules 2025 dataset: a structure of composition C5H15InN6O13 at a distorted geometry (the ωB97M-V functional and the def2-TZVPD basis).

**Highest occupied orbital energy**: -16.50 eV
**Multiplicity**: 1
**Total charge**: +2
**Gap between HOMO and LUMO**: 3.052 eV

```
40
Properties=species:S:1:pos:R:3:forces:R:3:mulliken_charge:R:1
In 2.34815 3.80040 -2.22516 0.4190 -0.1991 0.1121 1.03
N 0.16494 0.81143 -0.19286 0.8341 0.3190 0.3633 0.86
O 0.85459 1.67278 -0.70843 -0.4264 -0.1491 0.3281 -0.27
O 0.18076 0.54757 0.99130 -0.3377 0.1587 -0.2776 -0.37
O -0.54657 0.13012 -0.94797 -0.2747 -0.1922 -0.5097 -0.09
C -2.80291 1.74166 2.65444 1.0513 0.0351 0.2017 -0.63
N -3.00644 2.38557 1.34035 0.1381 -0.0036 -0.0011 0.87
O -3.02223 1.68524 0.33489 0.1134 -0.7551 -0.3427 -0.44
O -3.11243 3.56921 1.28113 -0.1720 0.9038 0.2204 -0.45
H -2.29010 0.80123 2.47027 -0.6075 -0.3072 0.0304 0.16
H -3.74291 1.70394 3.19375 -0.0554 -0.2052 -0.0903 0.33
H -2.07508 2.35085 3.19100 -0.3394 0.2873 0.0463 0.33
C -0.42582 -2.42444 1.37613 -1.9875 0.1840 0.0677 -0.86
N 0.98558 -2.13217 1.10979 0.0480 -0.8021 1.1020 0.89
O 1.70050 -1.94292 2.06576 0.0428 0.3078 -0.2904 -0.50
O 1.37110 -2.19952 -0.04131 0.1071 0.4657 -0.5995 -0.46
H -1.05309 -2.20477 0.51416 0.4426 -0.1907 -0.3168 0.33
H -0.84132 -1.82479 2.18442 0.7025 0.0834 0.2047 0.29
H -0.58976 -3.46261 1.65857 0.5683 -0.1178 -0.1358 0.36
C 3.88887 0.83238 1.34716 0.8841 0.6833 0.3207 -0.49
N 4.72865 1.73301 0.50356 1.0782 -0.0620 -0.9695 0.70
O 4.21874 2.38908 -0.41143 -0.9533 0.1104 0.2502 -0.46
O 5.91919 1.69586 0.65584 -0.2436 -0.0007 0.3601 -0.43
H 3.02219 1.40793 1.65018 -0.3545 -0.3811 -0.2335 0.17
H 4.52240 0.62478 2.20626 -0.1934 -0.1889 0.0184 0.33
H 3.76562 -0.06526 0.74862 -0.5171 0.0086 0.0903 0.19
C 3.01092 -1.79185 -2.80989 -0.9283 0.3705 0.7171 -0.77
N 2.24968 -0.50143 -2.62005 1.2551 0.1104 -1.0604 1.00
O 1.05741 -0.49391 -2.81867 -0.9698 -0.2559 0.2517 -0.46
O 2.89366 0.51261 -2.39791 -0.2434 -0.0721 0.4202 -0.46
H 2.45738 -2.36380 -3.54726 0.2692 0.0718 -0.2836 0.34
H 2.88824 -2.30204 -1.85464 0.3509 -0.0403 0.0275 0.30
H 4.02400 -1.48987 -3.03769 0.0780 -0.2837 -0.1273 0.31
C -5.24849 -0.41727 -1.13872 -0.0047 0.6774 -0.0779 -0.66
N -3.97064 -1.16447 -1.03383 -1.0733 -0.8461 -1.0092 0.91
O -3.97518 -2.27007 -0.56994 0.4046 0.0831 0.5209 -0.45
O -2.99205 -0.65809 -1.56952 0.7881 0.4767 0.3047 -0.32
H -5.09134 0.50206 -0.57714 -0.2595 -0.1112 0.1744 0.21
H -6.05369 -1.05946 -0.79917 0.1213 0.0071 0.2666 0.32
H -5.41255 -0.12899 -2.17599 0.2446 -0.1803 -0.0743 0.33
```
Positions in Å, forces in eV/Å.

***

Entry 5:
Entry from the Open Molecules 2025 dataset: a cluster of 2 separate species, C5H15N in total at a distorted geometry (the ωB97M-V functional and the def2-TZVPD basis).

**<S²>**: 0.755
**Highest occupied orbital energy (alpha / beta)**: -12.84 / -12.84 eV
**Multiplicity**: 2
**Total charge**: +1
**Gap between HOMO and LUMO (alpha / beta)**: 9.020 / 3.120 eV

```
21
Properties=species:S:1:pos:R:3:forces:R:3:mulliken_charge:R:1
C -1.64724 -1.91484 -1.81464 -1.9987 -1.2199 1.3688 -0.81
C -3.05625 -1.22640 -1.88134 1.6885 2.5955 3.2841 -0.41
C -3.68699 -0.79796 -0.39935 1.5372 -6.0356 -1.8158 -1.14
H -0.83832 -1.20037 -1.85501 0.2956 -0.0586 0.1571 0.20
H -1.73468 -2.47382 -0.83660 0.9256 0.6074 -0.7167 0.23
H -1.52877 -2.74279 -2.55107 -0.0463 0.9735 0.1439 0.30
H -2.98028 -0.30280 -2.41391 -0.1257 0.3988 -0.8495 0.33
H -3.69873 -1.87836 -2.31384 -2.2051 -1.6960 -1.4260 0.33
H -4.64429 -0.42034 -0.30072 -1.8916 1.0536 -0.6270 0.38
H -3.03932 -0.31422 0.22914 1.8715 1.6659 1.1611 0.36
H -3.75953 -1.85182 0.11487 -0.0419 1.7230 -0.6769 0.24
C 3.02619 0.34157 1.25180 -0.2387 0.1828 1.2402 -0.99
C 2.77496 1.84132 1.04031 -2.9977 0.1970 3.4081 -0.28
N 3.31232 2.59810 2.32608 0.2737 0.9815 -5.7168 -0.15
H 2.56272 -0.02182 2.22985 1.0012 0.4522 -1.2415 0.34
H 4.11174 0.07979 1.09570 -1.2769 0.1085 0.3570 0.38
H 2.40507 -0.05904 0.48555 -0.1233 -0.9580 -0.7624 0.31
H 1.64531 2.16741 0.93513 2.3474 -0.8617 0.1887 0.37
H 3.30635 2.08112 0.13132 0.8046 1.1451 -0.0547 0.31
H 3.16360 3.62872 2.29502 -0.7875 -0.6197 1.1084 0.36
H 4.30613 2.46656 2.23168 0.9881 -0.6351 1.4698 0.35
```
Positions in Å, forces in eV/Å.

***

Entry 6:
Entry from the Open Molecules 2025 dataset: an isolated molecule of C5H15N2 at a distorted geometry (the ωB97M-V functional and the def2-TZVPD basis).

**<S²>**: 0.750
**Highest occupied orbital energy (alpha / beta)**: -3.60 / -9.47 eV
**Multiplicity**: 2
**Gap between HOMO and LUMO (alpha / beta)**: 4.642 / 10.353 eV

```
22
Properties=species:S:1:pos:R:3:forces:R:3:mulliken_charge:R:1
C 0.50680 -0.84148 -2.10089 1.0934 0.1007 0.3425 -1.21
C -0.79576 -0.82869 -1.31167 0.1391 0.4403 -0.5656 -0.48
C -0.69833 -0.41769 0.17821 -1.2090 0.0873 -1.6856 -1.12
C -0.04118 0.92958 0.37361 0.3740 0.2206 0.1465 -0.18
C 0.16842 1.24267 1.84272 0.3553 -0.2199 0.6372 -0.73
N -1.06612 1.73606 2.44285 -0.2562 0.1263 0.3028 -0.52
N 1.54636 -1.69162 -1.37717 -0.3523 -1.0046 0.4459 -2.45
H 0.45886 -1.23509 -3.11627 -0.3437 -0.0395 0.1472 0.57
H 0.98186 0.13945 -2.16946 -0.2802 0.0042 0.0134 0.33
H -1.46654 -0.13750 -1.83582 0.1032 0.1281 0.0911 0.33
H -1.27363 -1.78956 -1.43481 -0.1203 -0.4443 0.2620 0.43
H -0.24144 -1.23603 0.72158 0.1476 0.0378 0.4856 0.62
H -1.75621 -0.32249 0.44791 0.2518 -0.2321 0.5862 0.32
H 0.90448 0.97848 -0.17397 0.0821 0.0064 0.1604 0.32
H -0.67347 1.73475 -0.01635 0.0008 -0.1914 -0.2570 0.24
H 1.08416 1.82944 2.01444 -0.3908 0.4406 -0.1653 0.32
H 0.39520 0.32616 2.38565 0.0102 -0.2974 -0.1177 0.39
H -1.13946 1.47803 3.41743 0.0439 0.0131 -0.0412 0.21
H -1.22752 2.73526 2.39256 0.2904 -0.0822 -0.2288 0.19
H 2.57059 -1.55594 -1.59648 -0.1629 0.3636 -0.1401 1.10
H 1.44374 -1.62473 -0.34174 0.3215 0.3656 -0.0803 0.35
H 1.40247 -2.73316 -1.50023 -0.0979 0.1767 -0.3392 0.98
```
Positions in Å, forces in eV/Å.